# C31H37AsGaN4O2S2

A structure of composition C31H37AsGaN4O2S2 (ωB97M-V/def2-TZVPD, OMol25).

```
! RIJCOSX wB97M-V def2-TZVPD def2/J DEFGRID3
* xyz 3 1
Ga 0.076 -0.037 0.126
C 3.448 -0.493 -0.802
C 3.292 0.188 0.521
C 4.431 0.482 1.270
C 4.310 1.147 2.469
C 3.043 1.541 2.885
C 1.956 1.225 2.100
N 2.068 0.527 0.945
C 0.587 1.672 2.445
C 0.271 2.577 3.447
C -1.054 2.953 3.605
C -2.036 2.431 2.773
C -1.658 1.523 1.797
N -0.374 1.171 1.668
C -2.590 0.801 0.896
C -3.925 1.111 0.823
C -4.760 0.293 0.062
C -4.231 -0.837 -0.510
C -2.866 -1.114 -0.390
C -2.371 -2.441 -0.861
N -2.045 -0.255 0.233
H 3.959 -1.452 -0.693
H 4.061 0.116 -1.467
H 2.481 -0.645 -1.276
H 5.400 0.183 0.894
H 5.180 1.374 3.070
H 2.919 2.079 3.813
H 1.031 2.996 4.089
H -1.325 3.655 4.383
H -3.070 2.710 2.909
H -4.328 1.962 1.352
H -5.814 0.521 -0.033
H -4.859 -1.538 -1.042
H -2.880 -3.218 -0.286
H -1.305 -2.567 -0.702
H -2.613 -2.589 -1.911
O -1.341 -0.572 -2.878
S 0.020 -1.008 -2.495
C 0.275 -2.730 -3.047
C 1.500 -2.731 -3.956
C 1.429 -1.427 -4.743
C 1.196 -0.330 -3.708
H -0.639 -2.954 -3.601
H 0.338 -3.403 -2.194
H 1.490 -3.607 -4.603
H 2.422 -2.776 -3.369
H 0.596 -1.458 -5.446
H 2.336 -1.234 -5.313
H 0.705 0.559 -4.095
H 2.114 -0.040 -3.198
S 1.418 -4.230 1.155
C 1.260 -2.739 0.387
N 0.428 -1.879 0.926
C -0.163 -2.421 2.083
C -1.087 -1.821 2.943
C -1.539 -2.541 4.027
C -1.094 -3.846 4.282
C -0.181 -4.451 3.449
C 0.276 -3.722 2.351
H 1.813 -2.524 -0.514
H -1.449 -0.821 2.779
H -2.255 -2.091 4.701
H -1.470 -4.381 5.143
H 0.172 -5.456 3.639
C 0.239 3.196 -3.388
As -0.133 3.001 -1.530
C 1.013 4.107 -0.477
C -1.954 3.485 -1.224
O 0.156 1.376 -1.127
H 0.011 4.217 -3.693
H -0.400 2.503 -3.934
H 1.290 2.987 -3.578
H 0.912 5.144 -0.797
H 2.044 3.785 -0.610
H 0.728 4.025 0.572
H -2.114 4.484 -1.633
H -2.165 3.498 -0.158
H -2.601 2.773 -1.735
*
```

As for the LUMO energy: -8.798 eV. The value obtained for the orbital gap is 7.950 eV. As for the HOMO energy: -16.75 eV. For the energy relative to the best compared isomer or geometry (same formula, charge and spin), the calculation gives 31.7 kcal/mol.

***

# C20H48N2O9P

A cluster of 4 separate species, C20H48N2O9P in total (ωB97M-V/def2-TZVPD, OMol25).

```
! RIJCOSX wB97M-V def2-TZVPD def2/J DEFGRID3
* xyz -1 1
C -1.160 -0.710 -0.732
C -0.120 -1.801 -0.699
O 0.749 -1.886 -1.546
N -0.234 -2.760 0.285
C -0.732 -2.479 1.632
C 0.351 -2.180 2.672
C 1.340 -1.071 2.286
C 0.843 0.330 2.636
P 2.227 1.624 2.537
O 3.489 2.845 2.508
O 1.114 2.856 3.064
C 1.062 3.938 2.188
C 1.394 3.398 0.778
O 2.475 4.205 0.213
N 2.589 3.889 -1.145
O 3.687 3.580 -1.423
O 1.718 2.088 0.891
H -1.068 -0.157 -1.666
H -2.162 -1.130 -0.610
H -0.994 -0.029 0.109
H 0.647 -3.266 0.296
H -1.449 -1.657 1.624
H -1.280 -3.369 1.965
H -0.182 -1.846 3.572
H 0.864 -3.107 2.962
H 1.608 -1.106 1.224
H 2.280 -1.238 2.831
H 0.495 0.337 3.676
H 0.031 0.657 1.981
H 2.600 1.299 3.899
H 3.136 0.689 1.942
H 4.271 2.414 2.867
H 0.030 4.317 2.184
H 1.718 4.774 2.464
H 0.544 3.531 0.091
C -2.612 -4.203 6.297
C -2.960 -4.825 4.955
O -1.858 -5.406 4.284
C -1.194 -6.458 4.955
C -2.076 -7.658 5.258
H -1.834 -3.448 6.176
H -3.495 -3.727 6.724
H -2.256 -4.944 7.013
H -3.321 -4.051 4.277
H -3.773 -5.552 5.068
H -0.720 -6.092 5.874
H -0.390 -6.754 4.281
H -2.888 -7.409 5.942
H -1.481 -8.446 5.723
H -2.515 -8.050 4.340
C 5.675 7.784 -3.752
C 4.168 7.807 -3.554
O 3.424 7.502 -4.721
C 3.659 6.221 -5.284
C 3.388 5.065 -4.340
H 5.969 8.475 -4.544
H 6.172 8.079 -2.827
H 6.037 6.790 -4.017
H 3.851 8.813 -3.276
H 3.884 7.145 -2.730
H 4.682 6.158 -5.678
H 2.989 6.170 -6.144
H 4.047 5.070 -3.474
H 3.540 4.117 -4.859
H 2.361 5.098 -3.974
C -5.920 -1.719 -4.903
C -4.844 -0.926 -4.178
O -4.171 -1.650 -3.169
C -3.478 -2.813 -3.591
C -2.390 -2.551 -4.618
H -6.656 -2.100 -4.194
H -6.429 -1.079 -5.625
H -5.505 -2.568 -5.448
H -5.299 -0.082 -3.659
H -4.130 -0.508 -4.897
H -4.184 -3.568 -3.958
H -3.025 -3.216 -2.685
H -2.792 -2.156 -5.552
H -1.867 -3.480 -4.847
H -1.664 -1.836 -4.229
*
```

As for the LUMO energy: 2.367 eV. The value obtained for the orbital gap is 7.368 eV. As for the HOMO energy: -5.00 eV. For the energy relative to the best compared isomer or geometry (same formula, charge and spin), the calculation gives 0.0 kcal/mol.

***

# C9H20O

A structure of composition C9H20O (ωB97M-V/def2-TZVPD, OMol25).

```
! RIJCOSX wB97M-V def2-TZVPD def2/J DEFGRID3
* xyz 0 1
C 0.852 -1.587 -0.383
C 0.663 -2.168 -1.757
C 2.097 -0.809 -0.137
C 0.411 -2.488 0.740
C -0.571 1.438 -1.507
C -0.902 0.638 -0.273
C -2.173 0.274 -0.030
H 0.962 -1.466 -2.535
H -0.378 -2.460 -1.920
H 1.268 -3.074 -1.887
H 1.822 0.082 0.470
H 2.542 -0.412 -1.049
H 2.848 -1.369 0.425
H 1.038 -3.387 0.789
H 0.492 -1.991 1.707
H -0.614 -2.834 0.590
H 0.497 1.655 -1.550
H -0.838 0.884 -2.409
H -1.105 2.389 -1.531
H -2.438 -0.411 0.764
H -2.988 0.512 -0.700
C -0.064 1.522 1.365
C -0.520 2.958 1.284
O -0.604 0.842 2.435
H -1.369 0.326 2.129
H 1.023 1.455 1.427
H -0.068 -0.478 -0.246
H -1.584 2.998 1.051
H -0.328 3.471 2.232
H 0.029 3.491 0.508
*
```

As for the LUMO energy: 0.154 eV. The value obtained for the orbital gap is 7.357 eV. As for the HOMO energy: -7.20 eV. For the energy relative to the best compared isomer or geometry (same formula, charge and spin), the calculation gives 108.5 kcal/mol.